{"formula": "C41H38InN4O2P2", "method": "ωB97M-V/def2-TZVPD", "symbols": ["In", "C", "P", "C", "C", "C", "C", "C", "C", "C", "C", "C", "C", "C", "C", "C", "C", "C", "C", "C", "P", "C", "C", "C", "C", "C", "C", "C", "C", "C", "C", "C", "C", "N", "H", "H", "H", "H", "H", "H", "H", "H", "H", "H", "H", "H", "H", "H", "H", "H", "H", "H", "H", "H", "H", "H", "H", "H", "H", "H", "N", "C", "C", "C", "C", "C", "C", "C", "C", "N", "C", "H", "H", "H", "H", "H", "H", "H", "H", "N", "C", "C", "O", "O", "H", "H", "H", "H"], "positions_angstrom": [[-0.170, 0.233, 0.703], [0.317, -3.280, 0.839], [-1.201, -2.259, 0.737], [-2.156, -2.539, 2.254], [-3.181, -1.625, 2.498], [-3.858, -1.629, 3.699], [-3.514, -2.551, 4.674], [-2.521, -3.483, 4.430], [-1.839, -3.480, 3.226], [-2.135, -2.905, -0.688], [-3.525, -2.955, -0.659], [-4.235, -3.252, -1.808], [-3.574, -3.510, -2.998], [-2.190, -3.467, -3.034], [-1.480, -3.154, -1.891], [1.501, -2.440, 1.231], [2.757, -2.893, 1.562], [3.528, -1.761, 1.888], [2.700, -0.672, 1.751], [2.937, 0.768, 2.051], [2.285, 1.763, 0.648], [2.788, 3.439, 1.181], [3.561, 4.267, 0.373], [3.982, 5.497, 0.848], [3.640, 5.908, 2.125], [2.846, 5.099, 2.923], [2.406, 3.876, 2.449], [3.427, 1.382, -0.728], [2.963, 1.600, -2.026], [3.739, 1.258, -3.120], [5.001, 0.721, -2.921], [5.490, 0.553, -1.637], [4.702, 0.863, -0.543], [1.466, -1.079, 1.342], [0.488, -3.787, -0.119], [0.164, -4.069, 1.582], [-3.422, -0.892, 1.740], [-4.627, -0.896, 3.883], [-4.018, -2.541, 5.625], [-2.256, -4.207, 5.186], [-1.063, -4.213, 3.071], [-4.047, -2.772, 0.269], [-5.312, -3.267, -1.785], [-4.134, -3.742, -3.890], [-1.660, -3.666, -3.952], [-0.398, -3.124, -1.947], [3.083, -3.915, 1.570], [4.549, -1.756, 2.218], [3.990, 0.993, 2.243], [2.357, 1.058, 2.935], [3.844, 3.943, -0.618], [4.588, 6.135, 0.222], [3.987, 6.860, 2.499], [2.576, 5.420, 3.917], [1.777, 3.252, 3.073], [1.989, 2.056, -2.172], [3.373, 1.414, -4.125], [5.605, 0.441, -3.768], [6.490, 0.178, -1.488], [5.092, 0.702, 0.448], [0.572, -0.364, -1.526], [-0.355, -0.221, -2.589], [0.010, -0.325, -3.907], [-0.945, -0.251, -4.931], [-2.274, -0.117, -4.636], [-2.687, 0.027, -3.296], [-4.033, 0.211, -2.918], [-4.340, 0.440, -1.602], [-3.294, 0.523, -0.673], [-2.039, 0.310, -0.984], [-1.712, 0.027, -2.260], [1.518, -0.114, -1.818], [0.608, -1.333, -1.209], [1.048, -0.488, -4.161], [-0.622, -0.334, -5.956], [-3.019, -0.100, -5.417], [-4.796, 0.205, -3.682], [-5.356, 0.599, -1.278], [-3.494, 0.810, 0.352], [-0.905, 2.594, 0.528], [-1.824, 2.901, 1.617], [-1.946, 1.722, 2.638], [-2.754, 1.830, 3.528], [-1.181, 0.708, 2.455], [-0.019, 3.078, 0.666], [-1.284, 2.885, -0.368], [-2.831, 3.100, 1.241], [-1.511, 3.778, 2.192]], "mulliken_charge": [2.03, -1.43, 1.60, 0.69, -0.33, -0.78, -0.75, -0.77, -0.74, 0.71, -0.36, -0.82, -0.59, -0.85, -0.36, 0.16, -1.25, -1.15, 0.21, -1.07, 0.84, 0.85, -0.66, -0.66, -0.53, -0.85, -0.41, 0.43, -0.95, -0.40, -0.75, -0.69, -0.30, 0.27, 0.46, 0.77, 0.25, 0.43, 0.41, 0.45, 0.28, 0.44, 0.47, 0.45, 0.45, 0.15, 0.58, 0.53, 0.47, 0.57, 0.37, 0.43, 0.40, 0.43, 0.35, 0.58, 0.53, 0.42, 0.45, 0.34, -0.16, 0.17, -0.26, -1.03, -0.91, 0.79, -0.98, -1.50, -0.35, 0.72, 0.16, 0.05, 0.04, 0.59, 0.43, 0.49, 0.47, 0.50, 0.58, -0.34, -0.76, 0.63, -0.69, -0.64, 0.16, 0.24, 0.37, 0.44], "total_charge": 1, "multiplicity": 1, "homo_ev": -9.757, "e_above_lowest_kcal_mol": 8.94, "gap_ev": 6.6}

=====

{"formula": "C6H12O", "method": "ωB97M-V/def2-TZVPD", "symbols": ["C", "C", "O", "C", "C", "C", "C", "H", "H", "H", "H", "H", "H", "H", "H", "H", "H", "H", "H"], "positions_angstrom": [[1.890, -0.859, -0.520], [0.689, -0.194, 0.159], [1.077, 0.018, 1.533], [0.128, 1.156, -0.334], [-1.226, 1.175, 0.396], [-1.836, -0.156, -0.028], [-0.589, -1.087, -0.054], [2.834, -0.305, -0.424], [1.702, -1.067, -1.578], [2.032, -1.812, 0.005], [1.561, 0.864, 1.509], [0.745, 2.034, -0.096], [0.002, 1.115, -1.424], [-1.016, 1.095, 1.470], [-1.848, 2.054, 0.209], [-2.310, -0.054, -1.017], [-2.620, -0.510, 0.650], [-0.520, -1.512, -1.064], [-0.694, -1.954, 0.609]], "mulliken_charge": [-1.72, 0.96, -0.57, -0.81, -0.46, -0.57, -0.89, 0.36, 0.34, 0.37, 0.42, 0.34, 0.29, 0.27, 0.39, 0.30, 0.29, 0.26, 0.43], "multiplicity": 1, "homo_ev": -10.118, "e_above_lowest_kcal_mol": 9.59, "gap_ev": 11.1}

=====

{"formula": "C2H5O2S2", "method": "ωB97M-V/def2-TZVPD", "symbols": ["C", "S", "S", "H", "H", "H", "H", "O", "C", "O", "H"], "positions_angstrom": [[0.790, 0.349, -0.193], [2.364, 1.012, -0.599], [3.579, -0.673, -0.041], [0.489, 0.449, 0.860], [0.696, -0.730, -0.260], [-0.017, 0.854, -0.854], [3.574, -1.270, -1.271], [-1.736, 0.263, 1.099], [-2.837, -0.019, 0.550], [-3.329, -1.117, 0.214], [-3.573, 0.882, 0.494]], "mulliken_charge": [-0.71, -0.10, -0.27, 0.33, 0.36, 0.23, 0.15, -0.58, -0.02, -0.62, 0.25], "total_charge": -1, "multiplicity": 1, "homo_ev": -4.092, "e_above_lowest_kcal_mol": 22.74, "gap_ev": 6.8}

=====

{"formula": "C42H38CdF3GeN4O", "method": "ωB97M-V/def2-TZVPD", "symbols": ["Cd", "C", "N", "C", "C", "C", "C", "C", "C", "C", "C", "H", "H", "H", "H", "H", "H", "H", "H", "H", "H", "H", "H", "O", "C", "C", "C", "C", "C", "C", "C", "N", "C", "C", "N", "H", "H", "H", "H", "H", "H", "H", "F", "C", "F", "F", "C", "C", "C", "N", "C", "C", "H", "H", "H", "H", "C", "C", "C", "C", "C", "C", "Ge", "C", "C", "C", "C", "C", "C", "C", "C", "C", "C", "C", "C", "H", "H", "H", "H", "H", "H", "H", "H", "H", "H", "H", "H", "H", "H", "H"], "positions_angstrom": [[0.370, 0.186, -0.298], [4.304, -0.382, 1.565], [3.502, 0.273, 0.535], [4.179, 0.222, -0.763], [3.324, 1.657, 0.957], [2.496, 2.551, 0.063], [3.036, 3.814, -0.178], [2.342, 4.774, -0.898], [1.078, 4.472, -1.365], [0.543, 3.211, -1.137], [1.232, 2.207, -0.451], [5.333, 0.008, 1.579], [4.350, -1.456, 1.411], [3.861, -0.194, 2.543], [5.251, 0.445, -0.663], [3.738, 0.954, -1.436], [4.063, -0.757, -1.225], [4.315, 2.124, 1.077], [2.866, 1.631, 1.952], [4.019, 4.049, 0.216], [2.790, 5.742, -1.085], [0.501, 5.214, -1.904], [-0.444, 3.018, -1.525], [-1.393, -0.729, -1.370], [-2.083, -1.804, -1.070], [-3.365, -1.987, -1.627], [-4.170, -3.045, -1.274], [-3.720, -3.991, -0.349], [-2.433, -3.884, 0.129], [-1.588, -2.826, -0.237], [-0.166, -2.867, 0.084], [0.758, -1.946, -0.172], [1.977, -2.561, 0.036], [1.799, -3.837, 0.456], [0.437, -4.012, 0.503], [-3.693, -1.255, -2.355], [-5.158, -3.136, -1.710], [-4.356, -4.808, -0.033], [-2.082, -4.646, 0.818], [2.908, -2.071, -0.167], [2.499, -4.609, 0.723], [-0.034, -4.868, 0.731], [1.942, -0.683, 6.731], [0.677, -1.005, 6.412], [0.473, -2.265, 6.833], [-0.136, -0.207, 7.113], [0.451, -0.886, 4.929], [-0.584, -0.130, 4.418], [-0.713, -0.045, 3.038], [0.116, -0.653, 2.193], [1.096, -1.403, 2.704], [1.306, -1.549, 4.061], [-1.275, 0.394, 5.064], [-1.505, 0.550, 2.603], [1.733, -1.907, 1.986], [2.117, -2.159, 4.435], [-2.588, 4.290, 3.626], [-3.745, 3.630, 3.237], [-3.714, 2.720, 2.183], [-2.526, 2.468, 1.492], [-1.370, 3.141, 1.896], [-1.399, 4.048, 2.949], [-2.476, 1.118, -0.002], [-2.686, 2.180, -1.654], [-2.227, 1.735, -2.894], [-2.420, 2.504, -4.036], [-3.081, 3.722, -3.953], [-3.547, 4.173, -2.725], [-3.346, 3.409, -1.581], [-4.232, 0.251, 0.218], [-5.252, 0.469, -0.708], [-6.522, -0.059, -0.502], [-6.788, -0.818, 0.630], [-5.776, -1.055, 1.552], [-4.511, -0.526, 1.342], [-2.612, 4.989, 4.454], [-4.678, 3.814, 3.759], [-4.627, 2.211, 1.898], [-0.434, 2.957, 1.386], [-0.491, 4.558, 3.247], [-1.717, 0.782, -2.958], [-2.052, 2.152, -4.993], [-3.237, 4.318, -4.844], [-4.065, 5.122, -2.654], [-3.695, 3.776, -0.622], [-5.057, 1.053, -1.600], [-7.304, 0.123, -1.229], [-7.780, -1.220, 0.796], [-5.974, -1.654, 2.434], [-3.727, -0.730, 2.066]], "mulliken_charge": [1.50, -1.39, 0.62, -1.18, -1.08, 1.76, -0.83, -0.80, -0.97, 0.65, -1.05, 0.49, 0.36, 0.36, 0.42, 0.36, 0.29, 0.37, 0.39, 0.37, 0.37, 0.48, 0.44, -1.60, 0.44, -0.13, -0.41, -1.23, -0.64, 0.31, 0.85, -0.25, -0.50, -0.89, -0.01, 0.43, 0.44, 0.37, 0.38, 0.38, 0.41, 0.16, -0.26, 0.70, -0.25, -0.28, 0.56, -1.51, -0.74, 0.91, -0.31, -1.34, 0.58, 0.69, 0.29, 0.51, -0.61, -0.69, -0.24, 0.17, -0.12, -0.70, 1.59, -0.29, -0.16, -0.80, -0.53, -0.82, -0.32, 0.67, -0.13, -0.78, -0.66, -0.82, -0.15, 0.38, 0.42, 0.36, 0.10, 0.45, 0.38, 0.40, 0.36, 0.39, 0.39, 0.38, 0.38, 0.36, 0.40, 0.22], "multiplicity": 2, "homo_ev": [-6.649, -7.681], "e_above_lowest_kcal_mol": 16.74, "gap_ev": [6.7, 7.0]}

=====

{"formula": "C62H64FI2N6O17P", "method": "ωB97M-V/def2-TZVPD", "symbols": ["C", "O", "C", "C", "C", "C", "C", "C", "C", "C", "C", "O", "C", "C", "I", "C", "C", "I", "C", "P", "C", "O", "C", "C", "C", "O", "C", "C", "N", "C", "C", "O", "C", "C", "O", "C", "C", "C", "C", "C", "F", "C", "C", "O", "H", "H", "H", "H", "H", "H", "H", "H", "H", "H", "H", "H", "H", "H", "H", "H", "H", "H", "H", "H", "H", "H", "H", "H", "H", "H", "H", "H", "H", "H", "H", "H", "H", "H", "H", "H", "H", "H", "H", "C", "C", "C", "C", "C", "C", "N", "O", "O", "H", "H", "H", "H", "H", "C", "C", "C", "C", "C", "C", "N", "O", "O", "H", "H", "H", "H", "H", "C", "C", "C", "C", "C", "C", "N", "O", "O", "H", "H", "H", "H", "H", "C", "C", "C", "C", "C", "C", "N", "O", "O", "H", "H", "H", "H", "H", "C", "C", "C", "C", "C", "C", "N", "O", "O", "H", "H", "H", "H", "H"], "positions_angstrom": [[4.981, -5.889, 1.930], [5.021, -7.166, 1.258], [4.147, -7.175, 0.126], [4.766, -6.343, -1.064], [4.237, -6.834, -2.471], [2.685, -6.476, -2.562], [2.508, -4.911, -2.677], [1.970, -4.221, -1.357], [2.147, -2.659, -1.557], [1.702, -1.828, -0.311], [0.296, -1.419, -0.066], [-0.620, -1.838, -1.037], [-0.114, -0.613, 1.099], [-1.592, -0.205, 1.362], [-2.025, 1.590, 0.204], [-2.651, -1.317, 0.994], [-2.298, -2.758, 1.534], [-4.577, -0.742, 1.868], [0.963, -0.191, 2.036], [0.678, 0.893, 3.565], [0.185, -0.323, 4.942], [-0.575, 1.996, 3.274], [2.360, -0.599, 1.831], [2.722, -1.418, 0.643], [4.244, -1.758, 0.497], [4.657, -2.831, 0.117], [5.198, -0.585, 0.914], [6.408, -0.259, 0.143], [6.683, -1.082, -1.022], [6.569, -0.356, -2.275], [6.798, -1.060, -3.662], [6.247, 0.814, -2.287], [7.924, -1.830, -0.906], [7.921, -2.991, 0.164], [8.919, -1.630, -1.563], [7.201, 0.878, 0.594], [6.838, 1.692, 1.765], [5.628, 1.370, 2.556], [5.182, 2.219, 3.798], [6.131, 2.012, 5.039], [7.437, 1.603, 4.681], [4.838, 0.226, 2.097], [3.513, -0.213, 2.815], [3.426, -0.277, 4.019], [5.041, -6.026, 3.040], [4.006, -5.356, 1.708], [5.818, -5.215, 1.601], [3.118, -6.811, 0.421], [4.061, -8.246, -0.224], [4.584, -5.247, -0.903], [5.882, -6.523, -1.044], [4.789, -6.218, -3.241], [4.439, -7.924, -2.637], [2.296, -6.970, -3.502], [2.099, -6.874, -1.693], [3.530, -4.474, -2.868], [1.834, -4.601, -3.516], [2.542, -4.592, -0.458], [0.897, -4.526, -1.193], [1.597, -2.301, -2.474], [3.234, -2.482, -1.748], [-0.374, -2.722, -1.359], [-1.683, -0.037, 2.474], [-2.801, -1.309, -0.114], [-1.760, -3.348, 0.735], [-1.726, -2.712, 2.495], [-3.269, -3.301, 1.706], [-0.917, -0.499, 5.000], [0.611, 0.131, 5.883], [0.779, -1.267, 4.773], [-0.993, 2.291, 4.104], [7.889, -1.267, -3.794], [6.190, -2.013, -3.630], [6.430, -0.386, -4.482], [8.943, -3.403, 0.339], [7.483, -2.551, 1.108], [7.181, -3.776, -0.160], [8.110, 1.194, 0.035], [7.416, 2.580, 2.099], [4.100, 2.037, 4.009], [5.270, 3.296, 3.465], [6.210, 3.013, 5.553], [5.694, 1.285, 5.771], [11.223, 3.233, -2.372], [11.656, 3.452, -3.674], [11.440, 2.490, -4.650], [10.785, 1.313, -4.310], [10.355, 1.082, -3.010], [10.578, 2.048, -2.039], [10.533, 0.304, -5.344], [10.940, 0.531, -6.469], [9.927, -0.703, -5.020], [11.388, 3.990, -1.613], [12.160, 4.377, -3.929], [11.781, 2.670, -5.661], [9.848, 0.163, -2.739], [10.244, 1.880, -1.022], [-4.355, -3.471, 8.585], [-4.708, -4.030, 7.362], [-4.489, -3.326, 6.187], [-3.912, -2.064, 6.248], [-3.563, -1.494, 7.465], [-3.787, -2.203, 8.637], [-3.656, -1.329, 5.008], [-3.993, -1.850, 3.950], [-3.118, -0.234, 5.092], [-4.522, -4.026, 9.501], [-5.151, -5.018, 7.326], [-4.767, -3.771, 5.240], [-3.117, -0.509, 7.516], [-3.516, -1.770, 9.592], [-4.417, -0.950, -5.778], [-5.084, 0.265, -5.675], [-5.385, 0.789, -4.425], [-5.009, 0.088, -3.287], [-4.350, -1.130, -3.380], [-4.055, -1.648, -4.633], [-5.303, 0.649, -1.965], [-5.901, 1.715, -1.919], [-4.932, 0.027, -0.989], [-4.179, -1.353, -6.756], [-5.366, 0.806, -6.570], [-5.904, 1.736, -4.355], [-4.060, -1.680, -2.494], [-3.538, -2.597, -4.718], [-8.141, 3.569, -2.273], [-8.108, 4.435, -3.360], [-9.278, 5.028, -3.814], [-10.477, 4.750, -3.170], [-10.520, 3.879, -2.087], [-9.347, 3.288, -1.641], [-11.709, 5.393, -3.630], [-11.637, 6.137, -4.593], [-12.740, 5.152, -3.021], [-7.224, 3.110, -1.917], [-7.167, 4.651, -3.851], [-9.240, 5.701, -4.661], [-11.452, 3.654, -1.584], [-9.370, 2.609, -0.797], [-13.774, 9.564, -0.079], [-12.942, 10.005, 0.944], [-11.727, 9.375, 1.173], [-11.354, 8.306, 0.368], [-12.182, 7.854, -0.651], [-13.396, 8.488, -0.872], [-10.059, 7.653, 0.592], [-9.368, 8.065, 1.507], [-9.747, 6.739, -0.151], [-14.720, 10.062, -0.259], [-13.241, 10.844, 1.561], [-11.087, 9.726, 1.972], [-11.897, 7.019, -1.278], [-14.048, 8.145, -1.667]], "mulliken_charge": [-0.35, -0.46, -0.58, 1.02, -1.08, -0.65, -0.45, 0.68, -1.38, 0.70, 0.05, -0.64, 0.34, -1.15, 0.09, 0.09, -0.96, -0.04, 0.84, -0.01, -0.70, -0.44, -0.18, 0.22, -0.44, -0.34, 0.72, -1.02, 1.40, 0.57, -0.93, -0.53, 0.14, -0.51, -0.49, -0.51, -0.88, 0.48, -0.91, -0.22, -0.30, 0.67, -0.90, -0.51, 0.33, 0.14, 0.07, 0.34, 0.28, -0.90, 0.47, 0.35, 0.37, 0.31, 0.36, 0.00, 0.47, -0.31, 0.36, 0.59, 0.08, 0.22, 0.66, 0.35, 0.23, 0.18, 0.39, 0.04, 0.40, 0.28, 0.32, 0.14, 0.18, 0.34, 0.44, 0.26, -0.15, 0.42, 0.39, 0.12, 0.43, 0.27, 0.24, -0.55, -0.42, -0.42, -0.12, 0.04, -0.45, 1.00, -0.61, -0.60, 0.38, 0.38, 0.44, 0.55, 0.42, -0.44, -0.57, -0.26, 0.18, -0.35, -0.49, 1.18, -0.51, -0.68, 0.38, 0.37, 0.40, 0.43, 0.38, -0.38, -0.55, -0.31, -0.02, -0.09, -0.63, 0.92, -0.70, -0.37, 0.38, 0.38, 0.47, 0.43, 0.38, -0.53, -0.60, -0.33, 0.03, -0.11, -0.63, 1.06, -0.62, -0.60, 0.70, 0.42, 0.45, 0.43, 0.42, -0.38, -0.45, -0.36, -0.12, -0.02, -0.46, 1.00, -0.61, -0.58, 0.37, 0.37, 0.43, 0.36, 0.42], "multiplicity": 1, "homo_ev": -7.390, "gap_ev": 6.5}